Density functional theory data (ωB97M-V with the def2-TZVPD basis set) for a structure of composition C31H35ClGeIKN6O3 at a distorted geometry.

Each line ends with the Löwdin charge.
Atoms and positions in Å:
1 K 0.51693 -0.85382 0.64524  0.761
2 O 4.18408 -2.58514 -1.01510  0.029
3 C 3.17794 -1.90131 -0.87970  -0.450
4 N 2.92681 -1.08474 0.18602  0.053
5 C 3.63929 -0.10511 0.68873  -0.515
6 O 4.55024 0.58310 0.18589  -0.036
7 C 3.20196 0.29731 2.11137  -0.201
8 C 3.97086 1.23137 2.80480  -0.032
9 C 3.57965 1.61516 4.07364  -0.088
10 C 2.42437 1.06850 4.62036  -0.089
11 C 1.72099 0.14758 3.86212  -0.144
12 N 2.09923 -0.23944 2.64237  0.067
13 C 2.02745 -1.99149 -1.89390  -0.305
14 C 2.38012 -1.88752 -3.24738  -0.105
15 C 1.39311 -2.30723 -4.18326  -0.173
16 C 0.10360 -2.48512 -3.80296  -0.145
17 C -0.28094 -2.03468 -2.40909  -0.426
18 N 0.80260 -2.20049 -1.42695  -0.041
19 H 4.84436 1.63063 2.30823  0.107
20 H 4.16164 2.33926 4.63288  0.093
21 H 2.07253 1.34958 5.60519  0.089
22 H 0.80369 -0.29837 4.23737  0.110
23 H 3.41870 -1.77435 -3.52410  0.072
24 H 1.69986 -2.57526 -5.19371  0.079
25 H -0.61901 -2.99128 -4.43478  0.060
26 H -1.14109 -2.61843 -2.06302  0.113
27 Cl -4.05777 -5.03129 4.58845  0.593
28 C -3.26687 -3.68406 3.77378  -0.631
29 C -3.92939 -2.49552 3.65245  -0.218
30 C -3.33097 -1.40710 3.01030  -0.652
31 I -4.38420 0.39340 2.84999  0.798
32 C -2.02996 -1.43004 2.44069  -0.483
33 O -1.49265 -0.46041 1.85587  -0.224
34 C -1.34075 -2.73485 2.60832  -0.131
35 N -0.08910 -2.81822 2.09666  0.050
36 C 0.58097 -3.94041 2.17711  -0.121
37 C 0.04922 -5.08649 2.79869  -0.062
38 C -1.20517 -5.02987 3.33203  -0.053
39 C -1.95719 -3.83712 3.25430  -0.188
40 H -4.92793 -2.40206 4.05853  0.078
41 H 1.57132 -3.94291 1.72904  0.118
42 H 0.63121 -5.99842 2.84333  0.094
43 H -1.64092 -5.89534 3.81440  0.076
44 C -0.40744 2.69689 -0.83228  -0.157
45 C -0.59674 4.23959 -0.75062  -0.160
46 N 0.07404 4.77642 0.44092  -0.169
47 C 1.50484 4.44699 0.35257  -0.157
48 C 1.70736 2.90837 0.24671  -0.135
49 N 0.40511 2.24118 0.29332  -0.159
50 C -0.27563 2.57375 1.54672  -0.146
51 C -0.48438 4.11320 1.62951  -0.155
52 H 0.08940 2.39789 -1.75756  0.106
53 H -1.36581 2.17483 -0.79030  0.105
54 H -1.65498 4.50730 -0.69405  0.106
55 H -0.17666 4.73839 -1.62762  0.106
56 H 1.99615 4.84960 1.24240  0.106
57 H 1.91999 4.96535 -0.51542  0.105
58 H 2.32124 2.53525 1.06424  0.098
59 H 2.20913 2.62260 -0.67899  0.126
60 H 0.34029 2.20893 2.37182  0.108
61 H -1.21690 2.02225 1.58547  0.097
62 H 0.00553 4.53564 2.51089  0.105
63 H -1.54594 4.36574 1.68975  0.107
64 C -0.82413 1.44505 -4.85206  -0.224
65 Ge -1.84299 0.14511 -3.80178  0.800
66 C -3.39590 1.05774 -3.01295  -0.229
67 C -2.63096 -1.09416 -5.09743  -0.239
68 C -0.70808 -0.53166 -2.37187  -0.253
69 H -1.35375 1.73928 -5.76218  0.006
70 H 0.12514 0.97707 -5.12522  0.018
71 H -0.60741 2.34187 -4.26590  0.000
72 H -4.06160 1.44500 -3.78973  0.005
73 H -3.09077 1.88619 -2.36890  -0.005
74 H -3.95302 0.34586 -2.39852  0.017
75 H -3.32924 -0.52780 -5.72232  0.005
76 H -3.17821 -1.89885 -4.60015  0.017
77 H -1.85684 -1.53726 -5.72288  0.002
78 H 0.21652 0.05545 -2.43431  0.069
79 H -1.19611 -0.29698 -1.41549  0.045

The LUMO energy is 0.135 Eh. The value obtained for the HOMO energy is -0.44 eV. As for the total charge: -2. For the energy above the lowest of the compared OMol25 structures with the same formula, charge and spin, the calculation gives 9.1 kcal/mol.



Density functional theory data (ωB97M-V with the def2-TZVPD basis set) for a cluster of 3 separate species, C19H46BN4O5 in total at a distorted geometry.

Each line ends with the Löwdin charge.
Atoms and positions in Å:
1 C 3.07473 -2.60598 0.77478  -0.143
2 C 2.21237 -1.19461 0.89672  -0.199
3 C 2.47590 -0.40150 -0.55043  -0.156
4 O 1.73380 0.86616 -0.62988  -0.182
5 N 2.33268 1.85180 0.07083  -0.082
6 C 2.52068 2.87152 -1.07243  -0.076
7 N 3.67105 3.38843 -1.61453  0.146
8 N 1.04459 3.16429 -1.40068  0.142
9 C 0.16947 2.92062 -0.15271  -0.213
10 C -0.85913 4.18789 0.03803  -0.149
11 C -2.35247 3.83242 -0.61950  -0.180
12 C -3.14104 2.81729 0.45058  -0.144
13 C -3.67322 1.42504 -0.30489  -0.180
14 O -3.00218 0.26766 0.37479  -0.295
15 C -3.99789 -0.59843 1.03026  -0.123
16 C 1.34468 2.63823 0.95406  -0.077
17 B 0.96903 2.04856 2.44083  -0.377
18 N -0.42006 1.81635 3.00529  0.123
19 O 2.11505 1.74554 3.36624  0.006
20 H 2.62250 -3.31811 -0.06574  0.091
21 H 3.10271 -3.21446 1.79711  0.093
22 H 4.16019 -2.32074 0.40652  0.081
23 H 1.07972 -1.53033 1.01691  0.123
24 H 2.58281 -0.53776 1.80761  0.114
25 H 1.99374 -1.12056 -1.37251  0.148
26 H 3.61362 -0.32789 -0.82536  0.142
27 H 4.21154 4.12495 -1.06927  0.164
28 H 4.07174 3.04055 -2.53688  0.155
29 H 0.98534 4.12007 -1.81630  0.142
30 H -0.58678 2.02878 -0.35408  0.167
31 H -0.47177 5.15138 -0.55015  0.121
32 H -0.94017 4.47874 1.19125  0.133
33 H -2.15883 3.21817 -1.62247  0.114
34 H -2.99920 4.81263 -0.81391  0.126
35 H -2.28171 2.45418 1.19462  0.083
36 H -3.98953 3.37849 1.02940  0.122
37 H -4.84037 1.28964 -0.23831  0.127
38 H -3.30347 1.37051 -1.43781  0.131
39 H -4.83866 0.04364 1.57689  0.110
40 H -3.50681 -1.26293 1.88971  0.092
41 H -4.48656 -1.39167 0.28458  0.115
42 H 1.88326 3.66585 1.10650  0.174
43 H -0.82528 1.00159 2.49419  0.082
44 H -1.02659 2.66456 2.96600  0.072
45 H 2.44160 2.62548 3.77024  0.131
46 C -0.86322 -4.16005 4.04303  -0.079
47 C -1.93370 -3.09510 3.86791  -0.288
48 O -3.20453 -3.62276 3.50268  -0.176
49 C -3.80385 -4.53637 4.41859  -0.272
50 C -4.05295 -3.93706 5.79303  -0.080
51 H -0.75615 -4.75091 3.12683  0.084
52 H 0.10000 -3.69804 4.27808  0.076
53 H -1.10714 -4.85435 4.85180  0.069
54 H -1.62969 -2.42120 3.05933  0.100
55 H -2.02459 -2.47593 4.76580  0.108
56 H -3.20323 -5.44838 4.48945  0.107
57 H -4.76412 -4.83147 3.98460  0.120
58 H -3.12401 -3.63939 6.28373  0.065
59 H -4.55478 -4.66435 6.44071  0.082
60 H -4.68358 -3.04518 5.71391  0.082
61 C 2.04448 -1.23776 -7.32717  -0.078
62 C 2.53812 -1.70282 -5.96674  -0.274
63 O 3.58828 -0.89930 -5.43917  -0.158
64 C 3.29101 0.47810 -5.22194  -0.272
65 C 2.15002 0.70228 -4.24306  -0.081
66 H 2.87044 -1.21001 -8.04621  0.087
67 H 1.27217 -1.91417 -7.70468  0.082
68 H 1.61633 -0.23254 -7.28386  0.065
69 H 2.93938 -2.71738 -6.06676  0.123
70 H 1.71411 -1.76788 -5.24937  0.104
71 H 3.09532 0.97704 -6.17603  0.110
72 H 4.19831 0.93465 -4.81461  0.112
73 H 1.21043 0.28156 -4.60705  0.076
74 H 1.99446 1.77412 -4.07803  0.064
75 H 2.37161 0.22855 -3.28083  0.052

The LUMO energy is -0.193 Eh. The value obtained for the HOMO energy is -11.31 eV. As for the total charge: +1.